Molecular formula: C6H12O
Method: DFT, ωB97M-V/def2-TZVPD

Structure (XYZ):
```
19
Properties=species:S:1:pos:R:3:forces:R:3:nbo_charge:R:1
C 1.2613 -2.0844 0.8339 -0.01 -0.05 0.03 -0.610
C 1.2888 -0.7269 0.1341 0.00 0.02 -0.03 -0.383
C -0.0848 -0.0318 0.1764 -0.08 0.03 0.09 -0.333
C -0.0152 1.4301 -0.2847 0.07 0.04 -0.06 -0.386
C -1.3654 2.1516 -0.3125 -0.03 -0.01 0.01 -0.614
C -1.0630 -0.7944 -0.6860 -0.28 -0.18 0.17 0.452
O -1.9999 -1.4379 -0.2744 0.44 0.30 -0.23 -0.520
H 2.2343 -2.5829 0.7938 -0.11 0.09 -0.02 0.213
H 0.9877 -1.9635 1.8878 0.04 -0.04 -0.14 0.207
H 0.5196 -2.7496 0.3784 0.12 0.07 0.07 0.211
H 2.0297 -0.0725 0.6134 -0.16 -0.07 -0.08 0.209
H 1.6158 -0.8420 -0.9102 -0.09 0.03 0.14 0.199
H -0.4727 -0.0757 1.2023 0.03 0.03 -0.10 0.214
H 0.4260 1.4727 -1.2896 0.04 -0.03 0.12 0.199
H 0.6788 1.9586 0.3801 -0.08 -0.08 -0.09 0.210
H -1.2121 3.2321 -0.3996 -0.08 -0.15 0.01 0.215
H -1.9531 1.9583 0.5938 0.16 0.05 -0.13 0.210
H -1.9712 1.8357 -1.1698 0.07 0.01 0.16 0.207
H -0.8613 -0.7293 -1.7811 -0.02 -0.04 0.08 0.100
```
Positions in Å, forces in eV/Å.

Computed properties:
- SMILES = CCC(C=O)CC
- Kohn-Sham gap (eV) = 10.774
- highest occupied orbital energy (hartree) = -0.356
- maximum force (eV/Å) = 0.6
- energy relative to the best compared isomer or geometry (same formula, charge and spin) (kcal per mole) = 9.2

---

Molecular formula: C3H8N2
Method: DFT, ωB97M-V/def2-TZVPD

Structure (XYZ):
```
13
Properties=species:S:1:pos:R:3:forces:R:3:nbo_charge:R:1
C 1.9068 -0.7145 -0.4405 0.76 0.25 -0.29 -0.610
C 0.5447 -0.3640 0.1091 -0.31 0.28 0.69 -0.263
N -2.1038 0.3167 0.5611 0.78 0.77 -1.29 -0.854
C -1.2850 1.0154 -0.3735 -0.85 -1.09 1.08 0.278
N -0.0948 0.7014 -0.6303 0.17 0.51 -0.76 -0.469
H 1.8485 -1.4184 -1.2691 -0.12 -0.20 0.10 0.207
H 2.5753 -1.1066 0.3260 -0.18 -0.31 0.04 0.206
H 2.4458 0.1414 -0.8554 -0.36 0.24 0.16 0.219
H 0.6022 0.0011 1.1501 0.40 -0.15 -0.06 0.173
H -0.0580 -1.2757 0.1932 -0.23 0.03 -0.26 0.188
H -1.5724 0.0891 1.3828 -0.43 -0.22 0.46 0.381
H -2.9989 0.7618 0.6728 0.03 -0.07 0.58 0.380
H -1.8105 1.8524 -0.8263 0.32 -0.03 -0.47 0.162
```
Positions in Å, forces in eV/Å.

Computed properties:
- SMILES = CC/N=C\N
- Kohn-Sham gap (eV) = 10.322
- highest occupied orbital energy (hartree) = -0.343
- maximum force (eV/Å) = 1.8
- energy relative to the best compared isomer or geometry (same formula, charge and spin) (kcal per mole) = 32.1

---

Molecular formula: C2H4ClN2
Method: DFT, ωB97M-V/def2-TZVPD

Structure (XYZ):
```
9
Properties=species:S:1:pos:R:3:forces:R:3:nbo_charge:R:1
C 2.2213 -0.2257 0.0277 6.58 -3.87 -1.04 0.161
C -0.2792 0.4259 0.4118 1.57 3.94 -3.60 -0.410
N 0.9835 -0.1288 0.0938 -8.15 -3.13 -1.83 -0.103
N 1.2553 -1.3880 -0.5881 2.50 5.01 3.10 -0.187
Cl 3.7434 0.2063 0.1122 0.82 0.56 -0.13 0.345
H -0.5694 -0.0425 1.2653 -1.60 -1.05 2.53 0.252
H 0.0403 1.5368 0.5517 -1.40 -1.64 0.09 0.265
H -0.9017 0.2948 -0.5307 0.28 0.27 1.60 0.260
H 1.0242 -1.4238 -1.5704 -0.61 -0.11 -0.73 0.418
```
Positions in Å, forces in eV/Å.

Computed properties:
- Kohn-Sham gap (alpha / beta) (eV) = 8.331 / 8.511
- highest occupied orbital energy (alpha / beta) (hartree) = -0.446 / -0.624
- spin multiplicity = 3
- maximum force (eV/Å) = 8.9
- energy relative to the best compared isomer or geometry (same formula, charge and spin) (kcal per mole) = 65.4
- total charge = +1

---

Molecular formula: C37H20BrMnN9
Method: DFT, ωB97M-V/def2-TZVPD

Structure (XYZ):
```
68
Properties=species:S:1:pos:R:3:forces:R:3:nbo_charge:R:1
Mn 0.1870 0.4525 0.8972 -0.03 -1.27 -1.20 1.341
C 6.5957 0.7182 2.1016 0.03 -0.04 0.04 -0.161
C 6.6046 1.6098 1.0319 -0.07 0.03 -0.06 -0.163
C 5.4417 1.8913 0.3207 -0.03 0.02 -0.07 -0.127
C 4.2857 1.2512 0.7246 0.10 -0.16 0.25 -0.126
C 2.9233 1.3353 0.2401 -0.23 -0.11 -0.08 0.514
N 2.1066 0.5141 0.9928 0.37 0.28 0.20 -0.631
C 2.9078 -0.1166 1.9188 -0.21 -0.18 -0.12 0.479
N 2.5219 -1.0435 2.7614 0.32 -0.13 0.20 -0.449
C 1.2613 -1.3022 3.0070 -0.21 0.25 -0.19 0.468
C 0.7921 -2.3627 3.8798 -0.30 -0.10 0.07 -0.040
C 1.4542 -3.3708 4.5548 0.12 0.03 0.03 -0.159
C 0.6809 -4.2558 5.3000 0.10 0.03 -0.04 -0.164
C -0.7040 -4.1250 5.3710 -0.10 0.04 -0.02 -0.166
C -1.3685 -3.0960 4.7106 -0.08 0.07 0.05 -0.135
C -0.5996 -2.2212 3.9661 0.29 -0.14 -0.07 -0.122
C -0.9411 -1.0690 3.1530 0.04 0.27 -0.04 0.485
N -2.1318 -0.5255 3.0919 -0.17 -0.16 0.30 -0.452
C -2.4296 0.4661 2.2850 0.02 -0.06 -0.22 0.456
N -1.6785 0.8695 1.2007 -0.34 0.35 0.32 -0.632
C -2.4201 1.8095 0.5183 0.10 -0.26 -0.05 0.488
N -2.0943 2.3779 -0.6211 -0.06 0.20 -0.22 -0.446
C -0.8831 2.3296 -1.1191 -0.15 -0.09 0.19 0.491
N 0.2177 1.7612 -0.5088 0.12 0.39 -0.01 -0.629
C 1.3309 2.2046 -1.1867 -0.11 -0.22 0.22 0.490
N 2.5754 2.0495 -0.8017 0.27 0.18 -0.14 -0.467
C 0.9278 2.9621 -2.3550 -0.32 0.04 -0.07 -0.042
C 1.6541 3.5834 -3.3536 0.07 -0.02 -0.01 -0.157
C 0.9360 4.2628 -4.3326 0.09 -0.01 0.01 -0.163
C -0.4556 4.3193 -4.3058 -0.07 -0.02 0.03 -0.162
C -1.1856 3.7040 -3.2936 -0.10 -0.01 0.03 -0.130
C -0.4727 3.0263 -2.3229 0.36 0.01 -0.10 -0.116
C -3.6637 2.0604 1.2174 0.03 -0.10 0.26 -0.122
C -4.6883 2.9564 0.9757 -0.02 -0.03 -0.07 -0.127
C -5.7198 3.0045 1.9082 0.04 0.05 -0.11 -0.165
C -5.7207 2.1785 3.0297 0.00 -0.05 0.07 -0.162
C -4.6932 1.2702 3.2658 -0.02 -0.13 0.05 -0.158
C -3.6638 1.2263 2.3439 -0.04 0.27 -0.24 -0.042
N 0.1904 -0.5758 2.5409 0.04 -0.07 0.33 -0.616
C 4.2775 0.3436 1.7908 0.15 0.32 -0.26 -0.044
C 5.4317 0.0664 2.4988 -0.07 -0.13 0.07 -0.154
H 7.5176 0.5291 2.6347 -0.01 -0.01 0.00 0.243
H 7.5299 2.0943 0.7521 0.01 -0.01 0.01 0.243
H 5.4324 2.5802 -0.5130 0.03 0.02 0.03 0.245
H 2.5313 -3.4611 4.5103 -0.01 -0.02 -0.02 0.246
H 1.1662 -5.0601 5.8358 -0.02 0.00 0.00 0.243
H -1.2746 -4.8354 5.9537 0.02 0.01 0.02 0.243
H -2.4417 -2.9777 4.7785 0.01 -0.02 0.01 0.244
H 2.7344 3.5387 -3.3759 0.00 0.02 0.02 0.245
H 1.4694 4.7627 -5.1297 -0.01 -0.01 -0.01 0.243
H -0.9773 4.8571 -5.0857 0.00 0.00 0.00 0.243
H -2.2661 3.7458 -3.2681 0.01 0.04 0.01 0.245
H -4.6810 3.5881 0.0980 -0.01 0.03 0.03 0.245
H -6.5339 3.7016 1.7631 -0.01 -0.02 0.00 0.243
H -6.5392 2.2496 3.7332 0.01 -0.01 0.00 0.243
H -4.6991 0.6243 4.1334 0.01 0.03 0.01 0.245
H 5.4296 -0.6281 3.3280 0.01 0.00 -0.01 0.246
Br 2.1896 -1.1647 -1.7860 -0.10 0.02 0.18 0.153
C 0.7142 -2.0211 -0.9908 0.14 0.23 -0.21 0.170
C 0.5176 -3.3482 -1.3393 -0.02 -0.04 0.01 -0.256
C -0.6223 -4.0007 -0.9106 0.05 0.15 0.04 -0.088
C -1.5558 -3.2742 -0.1843 0.00 -0.10 -0.06 -0.226
C -1.2800 -1.9654 0.1303 -0.15 -0.02 0.14 0.057
N -0.1405 -1.3282 -0.2215 0.03 0.38 0.47 -0.498
H 1.2541 -3.8404 -1.9568 0.00 0.00 0.01 0.265
H -0.7855 -5.0404 -1.1588 -0.02 0.00 -0.02 0.255
H -2.4877 -3.7159 0.1382 0.00 0.04 0.01 0.255
H -2.0010 -1.3912 0.6901 0.09 -0.02 -0.01 0.223
```
Positions in Å, forces in eV/Å.

Computed properties:
- Kohn-Sham gap (alpha / beta) (eV) = 4.712 / 6.453
- highest occupied orbital energy (alpha / beta) (hartree) = -0.449 / -0.534
- spin multiplicity = 4
- maximum force (eV/Å) = 1.7
- total charge = +2

---

Molecular formula: C57H76BrKNOP2Si
Method: DFT, ωB97M-V/def2-TZVPD

Structure (XYZ):
```
140
Properties=species:S:1:pos:R:3:forces:R:3:mulliken_charge:R:1
K 0.2970 -1.4752 -0.4378 -0.21 -0.67 1.50 1.407
C 1.8009 3.0813 1.1339 -0.07 0.09 0.03 -1.723
Si 0.3455 1.8164 0.7584 0.42 0.18 -0.07 0.231
C -0.7467 2.9999 -0.3704 -0.18 -0.10 -0.07 0.582
C -0.4946 4.3785 -0.4885 -0.01 -0.13 -0.04 -0.334
C -0.9962 5.1439 -1.5338 0.00 -0.06 0.01 -1.146
C -1.7747 4.5462 -2.5168 0.03 0.00 0.02 -0.818
C -2.0823 3.1966 -2.4114 0.03 -0.07 0.03 -0.614
C -1.6019 2.4253 -1.3497 -0.04 0.08 0.21 0.370
P -2.0906 0.6672 -1.0810 0.05 0.28 -0.15 -0.715
C -2.4360 -0.0587 -2.7689 0.00 -0.11 0.03 1.274
C -3.6890 0.2750 -3.6058 0.00 -0.07 0.00 -1.385
C -4.8313 -0.6918 -3.2989 0.07 -0.02 -0.02 -0.449
C -4.4747 -2.1153 -3.7650 0.03 0.00 0.00 -1.108
C -2.9600 -2.3815 -3.6924 -0.08 0.07 0.04 -1.091
C -2.3369 -1.5927 -2.5469 -0.03 0.14 -0.12 1.162
C -3.7237 0.8607 -0.2237 -0.03 -0.07 0.10 0.377
C -4.8005 1.8124 -0.7355 -0.07 0.01 0.06 -0.497
C -6.1251 1.5508 0.0159 0.04 0.01 0.00 -1.075
C -5.8978 1.0302 1.4453 0.04 0.02 -0.03 -0.862
C -4.6361 1.6445 2.0433 0.00 0.01 -0.06 -0.981
C -3.3887 1.2537 1.2273 -0.03 -0.01 0.02 0.798
C -0.3205 1.9053 2.5947 -0.03 -0.08 0.10 0.587
C -0.7674 3.1032 3.1778 0.09 -0.12 -0.09 0.003
C -0.8836 3.2616 4.5471 0.02 -0.05 0.06 -0.942
C -0.5253 2.2126 5.3924 -0.03 0.08 -0.06 -1.257
C -0.1291 1.0059 4.8463 -0.06 -0.09 -0.11 -0.691
C -0.0689 0.8119 3.4590 -0.08 0.15 -0.11 0.190
P 0.1500 -0.8338 2.6372 -0.21 0.11 0.40 0.251
C -0.7902 -2.1528 3.5997 -0.09 0.03 0.10 0.647
C -2.1932 -2.3572 2.9894 0.04 0.07 0.03 -0.836
C -3.2574 -1.4809 3.6464 0.09 -0.02 0.05 0.756
C -3.3703 -1.8283 5.1266 0.00 -0.01 -0.02 -1.508
C -2.0415 -1.5218 5.8074 0.00 -0.05 -0.08 -0.540
C -0.8753 -2.2611 5.1411 0.00 -0.01 -0.04 -1.554
C 1.9066 -1.4785 2.7930 0.10 0.08 -0.05 1.306
C 2.4291 -2.0995 4.0944 0.05 0.05 -0.01 -1.596
C 2.9131 -1.0779 5.1211 -0.03 0.02 -0.05 -0.090
C 3.9526 -0.1411 4.5080 0.01 -0.04 -0.02 -1.462
C 3.3996 0.5411 3.2596 -0.05 -0.07 0.01 -0.275
C 2.9420 -0.4884 2.2251 -0.04 0.00 0.04 0.259
H 1.5615 3.8410 1.8900 0.01 -0.02 -0.05 0.753
H 2.1001 3.6134 0.2239 0.02 -0.06 0.03 0.494
H 2.6825 2.5364 1.4864 -0.06 0.02 0.00 -0.144
H 0.1431 4.8594 0.2468 -0.02 -0.01 -0.02 0.368
H -0.7689 6.2033 -1.5906 0.00 -0.01 0.01 0.353
H -2.1505 5.1273 -3.3512 0.00 -0.01 0.00 0.418
H -2.7008 2.7431 -3.1755 -0.01 0.02 0.02 0.113
H -1.5530 0.2535 -3.3369 0.00 -0.01 0.00 -0.146
H -3.4368 0.1808 -4.6696 0.00 -0.01 0.01 0.543
H -4.0098 1.3045 -3.4697 0.00 0.00 0.01 0.595
H -5.7534 -0.3577 -3.7792 -0.03 0.00 0.00 0.544
H -5.0247 -0.6851 -2.2226 0.01 0.00 -0.02 -0.082
H -4.8271 -2.2655 -4.7892 0.01 -0.01 0.00 0.348
H -5.0011 -2.8456 -3.1450 -0.01 0.01 0.00 0.354
H -2.4749 -2.0928 -4.6310 -0.02 0.02 0.01 0.366
H -2.7685 -3.4476 -3.5602 0.01 0.00 -0.02 0.407
H -1.2903 -1.8759 -2.4217 -0.12 -0.04 -0.05 -0.967
H -2.8467 -1.8624 -1.6118 0.03 -0.05 -0.03 0.042
H -4.1296 -0.1610 -0.2136 -0.02 0.01 -0.03 0.740
H -4.9752 1.7191 -1.8057 0.02 0.01 0.01 -0.005
H -4.4570 2.8375 -0.5643 0.00 -0.01 0.00 0.544
H -6.7212 0.8253 -0.5458 -0.01 0.00 0.01 0.329
H -6.7109 2.4741 0.0504 0.00 0.00 -0.01 0.416
H -5.7917 -0.0594 1.4342 0.00 0.01 0.00 0.212
H -6.7692 1.2477 2.0672 -0.01 -0.01 0.00 0.546
H -4.5089 1.3367 3.0839 -0.01 0.02 0.00 0.486
H -4.7460 2.7342 2.0561 0.00 -0.02 -0.01 0.519
H -2.8511 0.4302 1.7008 -0.01 0.01 -0.02 -0.459
H -2.6934 2.0962 1.2153 0.01 -0.02 0.00 -0.797
H -0.9982 3.9454 2.5280 0.02 -0.04 0.02 0.240
H -1.2213 4.2049 4.9632 0.00 -0.01 -0.01 0.355
H -0.5682 2.3331 6.4690 -0.01 0.00 -0.01 0.335
H 0.1216 0.1941 5.5141 0.01 -0.01 0.01 0.852
H -0.1960 -3.0099 3.2635 0.01 -0.04 0.01 -0.045
H -2.4865 -3.4068 3.1224 0.01 0.01 -0.01 0.615
H -2.1520 -2.1754 1.9130 0.00 -0.02 -0.02 -0.174
H -4.2167 -1.5972 3.1343 0.00 -0.01 0.00 0.381
H -2.9707 -0.4267 3.5608 -0.02 -0.02 -0.01 -0.468
H -3.6118 -2.8936 5.2325 -0.02 0.02 0.01 0.450
H -4.1775 -1.2637 5.6013 0.00 0.00 0.00 0.455
H -2.0725 -1.7956 6.8662 -0.01 0.00 0.00 0.469
H -1.8912 -0.4439 5.7619 0.02 0.04 0.01 0.118
H -1.0051 -3.3272 5.3725 0.03 0.00 0.00 0.433
H 0.0674 -1.9679 5.6076 -0.02 0.02 0.01 0.350
H 1.8346 -2.3043 2.0730 0.02 -0.02 0.00 -0.799
H 3.2845 -2.7338 3.8234 -0.01 0.00 0.00 0.550
H 1.6866 -2.7695 4.5288 0.01 -0.02 0.01 0.432
H 3.3319 -1.5982 5.9874 0.00 0.00 0.01 0.439
H 2.0731 -0.4806 5.4846 0.01 -0.01 -0.01 -0.130
H 4.8411 -0.7269 4.2369 0.00 0.02 0.01 0.376
H 4.2730 0.6048 5.2401 0.00 0.00 0.01 0.536
H 4.1524 1.1993 2.8179 0.02 0.00 0.00 0.549
H 2.5563 1.1772 3.5421 0.01 0.01 -0.02 -0.109
H 3.8171 -1.0721 1.9036 -0.01 0.01 -0.01 0.830
H 2.5455 0.0183 1.3378 0.00 -0.01 0.03 -0.833
C 0.0759 -4.3369 -1.6429 0.02 -0.06 0.24 -0.398
C 1.4503 -4.6414 -1.5361 -0.20 -0.07 0.16 -0.750
C 1.8013 -4.6313 -0.1709 -0.29 0.08 0.01 -0.744
C 0.6344 -4.3362 0.5746 0.03 -0.11 -0.25 -0.413
C -0.4323 -4.1591 -0.3339 0.06 -0.46 -0.09 -0.984
H -0.4928 -4.3026 -2.5640 -0.03 0.00 0.01 0.441
H 2.1049 -4.8980 -2.3595 0.03 0.08 -0.02 0.553
H 2.7818 -4.8455 0.2357 -0.01 0.01 0.01 0.452
H 0.5517 -4.3283 1.6538 0.03 0.02 0.00 0.753
H -1.4685 -3.9823 -0.0667 0.01 0.05 -0.02 0.488
C 6.4005 -1.4641 -5.6622 0.00 0.01 0.01 -1.537
C 5.0787 -1.0867 -5.0505 0.04 -0.02 -0.03 0.786
C 4.2045 -0.2310 -5.7081 -0.05 0.01 0.00 -1.080
C 2.9918 0.1376 -5.1413 0.05 0.03 -0.14 1.158
C 2.1008 1.0829 -5.9208 0.06 -0.03 0.03 -1.760
C 2.6473 -0.3712 -3.8785 -0.42 0.17 0.19 0.555
C 1.3597 0.0867 -3.2961 0.34 0.08 -0.46 -0.730
O 0.8519 -0.2898 -2.2675 0.39 0.58 -1.32 0.574
C 3.5161 -1.2430 -3.1922 0.08 -0.07 0.11 0.794
C 3.2101 -1.8311 -1.8424 0.00 0.19 -0.24 0.448
C 4.7181 -1.5801 -3.8045 -0.03 0.02 0.06 -1.009
H 6.4605 -1.1523 -6.7048 -0.01 0.00 0.01 0.367
H 6.5592 -2.5426 -5.6159 -0.01 0.01 0.00 0.357
H 7.2230 -0.9899 -5.1217 -0.01 0.00 -0.01 0.303
H 4.4718 0.1585 -6.6849 0.00 -0.01 0.01 0.239
H 2.5183 1.2406 -6.9147 0.01 0.01 0.01 0.399
H 2.0233 2.0589 -5.4354 0.01 -0.02 0.01 0.345
H 1.0874 0.7000 -6.0448 0.02 -0.02 0.00 0.339
H 0.8350 0.8652 -3.8781 0.03 -0.02 0.00 0.003
H 2.4933 -2.6510 -1.9303 -0.02 0.03 0.01 -0.262
H 2.7839 -1.0769 -1.1859 0.16 0.06 0.08 -1.318
H 4.1119 -2.2428 -1.3883 0.02 0.01 -0.04 0.566
H 5.3933 -2.2479 -3.2779 -0.01 0.01 -0.03 0.402
Br 6.4128 4.0715 -3.3755 0.07 0.05 -0.05 -0.195
C 5.2061 2.9494 -2.4466 -0.02 0.04 -0.03 -0.176
C 3.8453 3.1451 -2.5824 -0.02 -0.04 0.02 -0.935
C 3.0095 2.2811 -1.8890 -0.16 -0.01 0.07 -0.191
N 3.4448 1.2861 -1.1239 0.21 0.07 0.06 0.911
C 4.7583 1.1356 -0.9972 -0.07 0.02 -0.12 -0.508
C 5.6914 1.9423 -1.6373 0.01 -0.09 0.06 -0.730
H 3.4438 3.9400 -3.1952 0.00 -0.01 0.01 0.572
H 1.9278 2.4012 -1.9407 0.06 0.00 0.02 0.335
H 5.0905 0.3172 -0.3642 -0.02 0.02 -0.01 0.366
H 6.7525 1.7797 -1.5127 -0.01 0.00 0.00 0.461
```
Positions in Å, forces in eV/Å.

Computed properties:
- Kohn-Sham gap (eV) = 4.860
- highest occupied orbital energy (hartree) = -0.108
- maximum force (eV/Å) = 1.7
- energy relative to the best compared isomer or geometry (same formula, charge and spin) (kcal per mole) = 25.3
- total charge = -1

---

Molecular formula: C4H9N2
Method: DFT, ωB97M-V/def2-TZVPD

Structure (XYZ):
```
15
Properties=species:S:1:pos:R:3:forces:R:3:nbo_charge:R:1
C 2.3098 -0.2214 0.3258 -3.21 -1.04 0.15 0.046
C -0.6606 1.2281 0.6933 -0.72 1.04 2.16 -0.270
C 0.0901 0.2289 -0.0142 -1.80 -4.41 -1.10 0.270
C -0.9432 -1.6585 -0.2710 4.87 1.81 4.59 -0.467
N 1.3974 0.3387 -0.3683 1.80 0.53 -0.20 -0.461
N -0.8440 1.0849 -0.7890 -1.10 -0.02 0.70 -0.549
H 3.3145 -0.2135 0.0605 1.65 0.50 -0.46 0.208
H 1.9602 -0.9080 1.1050 0.60 0.16 0.28 0.160
H -1.4700 0.8865 1.3947 0.68 0.57 -1.09 0.266
H -0.1670 2.2197 0.9773 -0.73 -1.58 -0.47 0.264
H -1.8964 -1.2460 -0.1562 -1.43 -0.06 0.36 0.190
H -0.3748 -2.2395 0.6076 -2.11 1.35 -1.75 0.243
H -0.6261 -2.0876 -1.1564 0.39 -0.27 -2.06 0.214
H -1.7151 0.7363 -1.2187 0.77 0.34 0.32 0.450
H -0.3747 1.8513 -1.1903 0.34 1.08 -1.43 0.437
```
Positions in Å, forces in eV/Å.

Computed properties:
- Kohn-Sham gap (eV) = 9.822
- highest occupied orbital energy (hartree) = -0.514
- maximum force (eV/Å) = 6.9
- energy relative to the best compared isomer or geometry (same formula, charge and spin) (kcal per mole) = 119.1
- total charge = +1